C26H32N5O7PtS4 | ωB97M-V with the def2-TZVPD basis set

Last column: Mulliken charge in e.
Positions of all 75 atoms, in Å:
1 Pt -0.00170 -0.31151 -0.04553  1.52
2 C 3.46428 -1.10591 -3.79483  -1.72
3 C 3.32828 -1.08318 -2.30369  1.11
4 C 2.92176 0.07286 -1.64756  -0.30
5 C 2.70217 0.06943 -0.27405  -1.22
6 C 2.91786 -1.10207 0.44012  0.00
7 C 3.35112 -2.25090 -0.18885  -0.70
8 C 3.55870 -2.23714 -1.55838  -0.59
9 S 2.60151 -1.10558 2.19623  1.57
10 O 3.42147 -0.08688 2.80897  -0.76
11 O 2.76593 -2.43492 2.72226  -0.79
12 N 0.99998 -0.64254 2.28357  -0.05
13 C 0.15523 -1.35171 3.22852  -0.46
14 C -1.26103 -1.51677 2.67755  -0.71
15 C -1.83027 -0.11412 2.37349  0.51
16 O -2.29543 0.54802 3.29613  -0.66
17 O -1.77129 0.26676 1.16474  -0.75
18 H 3.69209 -0.11631 -4.18176  0.40
19 H 2.52059 -1.43194 -4.23323  0.23
20 H 4.23332 -1.80492 -4.11557  0.44
21 H 2.76599 0.98461 -2.20506  0.38
22 H 2.48152 0.98880 0.25375  0.91
23 H 3.49793 -3.13558 0.41242  0.46
24 H 3.89514 -3.13759 -2.05553  0.36
25 H 0.95310 0.38840 2.39669  -0.17
26 H 0.11091 -0.80948 4.18308  -0.04
27 H 0.61778 -2.33127 3.38994  0.68
28 H -1.88989 -2.00201 3.42486  0.48
29 H -1.22957 -2.11082 1.76130  0.14
30 S -0.97107 1.60763 -6.77964  -0.40
31 C -0.89959 1.43493 -5.14669  0.25
32 S 0.03290 2.47244 -4.08552  -0.12
33 C -0.47241 1.44447 -2.70443  0.48
34 N -1.23853 0.48596 -3.06701  -0.60
35 N -1.48462 0.47154 -4.39360  0.43
36 C -2.28710 -0.57519 -4.88325  0.09
37 C -3.22080 -0.36952 -5.89316  -0.45
38 C -4.00087 -1.42605 -6.32717  -0.67
39 C -3.85843 -2.67799 -5.75413  -0.42
40 C -2.92798 -2.87854 -4.74556  -0.72
41 C -2.14154 -1.83165 -4.30126  0.03
42 S 0.01174 1.87048 -1.14517  -0.72
43 H -3.34071 0.60777 -6.33043  0.40
44 H -4.72543 -1.26862 -7.11413  0.35
45 H -4.48096 -3.49508 -6.08533  0.38
46 H -2.81126 -3.85913 -4.30533  0.38
47 H -1.42209 -1.95469 -3.50376  0.48
48 C 0.79351 -3.89018 -2.15018  -1.55
49 C 0.47433 -2.66841 -1.30391  1.01
50 O 0.35446 -2.77020 -0.07250  -0.61
51 O 0.32221 -1.56927 -1.90628  -0.30
52 H 1.54900 -4.49226 -1.65470  0.42
53 H 1.14808 -3.57605 -3.12784  0.27
54 H -0.10882 -4.48866 -2.25950  0.38
55 C 1.55044 1.62506 5.07017  -1.06
56 N 0.40600 2.40232 4.66383  0.39
57 C -0.47249 2.82222 5.72818  -0.61
58 C -1.15714 4.11899 5.32672  -0.76
59 C -1.89493 3.84795 4.02615  -0.52
60 N -0.98918 3.31175 3.03814  0.36
61 C -1.51480 3.27633 1.69405  -0.87
62 C 0.07236 2.53128 3.34512  0.26
63 O 0.78287 2.03069 2.46589  -0.76
64 H 2.15743 2.21401 5.76457  0.38
65 H 2.14562 1.35908 4.19903  0.26
66 H 1.23450 0.71301 5.58689  0.31
67 H 0.13630 2.97494 6.62465  0.39
68 H -1.22467 2.04827 5.94240  0.27
69 H -0.39929 4.89095 5.17239  0.28
70 H -1.84735 4.45366 6.10326  0.37
71 H -2.31561 4.77633 3.62388  0.37
72 H -2.71466 3.13760 4.19777  0.27
73 H -1.60195 4.28895 1.29348  0.36
74 H -2.48730 2.78231 1.68806  0.32
75 H -0.83768 2.69486 1.07627  -0.05

Values from the calculation:
lowest unoccupied orbital energy (alpha / beta) = 0.059 / 0.058 Ha
charge = -1
relative energy (zero: lowest compared OMol25 entry of this formula, charge and spin) = 0.00 kcal per mole
HOMO level (alpha / beta) = -5.174 / -5.173 eV
energy = -3522.60000 a.u.